ORCA calculation (wB97M-V/def2-TZVPD) on the ion C29H37FN3O9 with charge +1 at a distorted geometry.

XYZ file:
```
79
C29H37FN3O9 wB97M-V/def2-TZVPD
C -2.27 4.04 -0.06
C -2.43 2.81 0.96
C -1.06 2.47 1.79
F 0.09 3.17 1.26
C -0.91 0.87 1.73
C -0.55 0.29 0.31
O -0.31 1.13 -0.83
C 1.12 1.38 -0.95
O 1.98 0.59 -0.45
C 1.72 2.69 -1.66
C 1.14 4.11 -1.52
C 1.78 5.36 -2.23
C 3.03 5.19 -3.13
C 3.65 3.77 -3.25
C 3.01 2.53 -2.53
C -0.42 -1.26 0.08
C -0.10 -1.90 -1.34
O -0.90 -2.80 -1.74
O 0.95 -1.52 -2.20
C 0.86 -2.21 -3.50
C 2.01 -1.77 -4.53
C 2.55 -0.27 -4.33
C 2.86 0.45 -5.75
N 1.64 1.09 -6.35
C -0.66 -2.14 1.37
C -0.57 -3.73 1.17
N 0.77 -4.16 0.68
C 0.69 -5.26 -0.33
C -1.00 -1.46 2.75
C -1.24 -2.48 3.97
O -0.02 -3.09 4.45
C 1.06 -2.15 4.53
C 1.29 -1.08 5.70
O 1.94 -2.20 3.62
N -1.11 0.00 2.89
C -1.42 0.62 4.23
C -3.00 0.92 4.29
O -3.43 2.09 4.15
O -3.85 -0.21 4.53
C -4.74 -0.45 3.41
C -4.28 -1.41 2.20
O -5.87 0.08 3.41
H -3.32 4.35 -0.44
H -1.72 3.65 -1.00
H -1.68 4.93 0.36
H -2.77 1.90 0.35
H -3.29 3.06 1.68
H -1.23 2.89 2.84
H 0.23 4.33 -0.88
H 1.30 6.39 -2.11
H 3.51 6.08 -3.66
H 4.60 3.63 -3.89
H 3.56 1.54 -2.69
H -0.15 -2.03 -4.03
H 1.03 -3.34 -3.29
H 1.52 -1.80 -5.58
H 2.87 -2.53 -4.57
H 1.87 0.40 -3.69
H 3.54 -0.36 -3.74
H 3.26 -0.40 -6.43
H 3.70 1.22 -5.65
H 0.92 1.18 -5.62
H 1.29 0.45 -7.08
H -1.40 -3.99 0.39
H -0.82 -4.34 2.10
H 1.35 -3.38 0.35
H 0.81 -6.31 0.14
H 1.53 -5.17 -1.11
H -0.30 -5.29 -0.92
H -1.90 -3.34 3.57
H -1.86 -2.01 4.83
H 1.45 -0.05 5.21
H 2.24 -1.28 6.32
H 0.35 -1.07 6.36
H -0.78 1.57 4.38
H -1.17 -0.06 5.11
H -3.43 -0.94 1.57
H -5.16 -1.56 1.47
H -3.97 -2.45 2.59
```

Values from the calculation:
E_tot = -56267.949 eV
Net charge = +1
Lowest unoccupied orbital energy = -5.17 eV
Orbital gap = 5.996 eV